A:
Molecular formula: C4H3O2
Method: DFT, ωB97M-V/def2-TZVPD

Summary:
Kohn-Sham gap (spin up / spin down) in eV: 8.275 / 8.276
Total charge: +1

Last column: natural (NBO) charge in e.
Positions of all 9 atoms, in Å:
C -0.36 -0.64 0.32  0.174
C 0.22 1.66 0.09  0.278
C -0.37 0.53 -0.71  0.154
C 0.88 0.32 0.23  0.156
O -0.21 -1.85 -0.15  -0.615
O 0.97 0.34 -1.20  -0.233
H -1.00 -0.48 1.20  0.244
H 0.54 2.68 -0.11  0.304
H -0.66 -2.56 0.34  0.537


B:
Molecular formula: C4H3O2
Method: DFT, ωB97M-V/def2-TZVPD

Summary:
Kohn-Sham gap in eV: 7.326
Total charge: +1

Last column: natural (NBO) charge in e.
Positions of all 9 atoms, in Å:
C 0.24 0.08 -0.53  0.146
C -0.82 -0.41 -1.10  -0.313
C 1.17 0.43 1.63  0.380
C -1.87 -0.81 -1.73  0.752
O -2.82 -1.15 -2.27  -0.305
O 0.42 -0.10 0.82  -0.320
H 0.94 0.88 -0.79  0.203
H 0.76 0.13 2.69  0.258
H 1.98 0.95 1.28  0.199


Stability summary: most stable B, least stable A.


A:
Molecular formula: C22H25N3O4
Method: DFT, ωB97M-V/def2-TZVPD

Summary:
SMILES string: O=C1NCCN(Cc2cccc(Oc3ccccc3)c2)[C@H]1CC(=O)N1CCCO1
Kohn-Sham gap in eV: 9.163

Last column: natural (NBO) charge in e.
Positions of all 54 atoms, in Å:
O -0.34 2.69 -3.73  -0.649
C -0.66 2.05 -2.75  0.692
N -1.81 2.30 -2.09  -0.602
H -2.35 3.07 -2.44  0.407
C -2.18 1.75 -0.81  -0.210
H -1.88 2.44 -0.01  0.190
C -1.49 0.41 -0.60  -0.235
N -0.08 0.58 -0.86  -0.443
C 0.20 0.89 -2.25  -0.125
C 0.03 -0.32 -3.22  -0.507
C -0.18 0.12 -4.65  0.674
O -1.26 0.05 -5.21  -0.621
N 0.94 0.45 -5.33  -0.154
C 0.93 1.20 -6.56  -0.238
H 1.50 0.65 -7.32  0.194
H -0.10 1.33 -6.88  0.250
C 1.63 2.50 -6.16  -0.448
H 2.18 2.95 -6.98  0.215
H 0.89 3.21 -5.78  0.241
C 2.54 2.05 -5.02  -0.078
H 2.44 2.71 -4.15  0.189
H 3.59 1.99 -5.31  0.181
O 2.14 0.73 -4.66  -0.379
H -0.84 -0.90 -2.93  0.228
H 0.92 -0.94 -3.16  0.236
H 1.24 1.23 -2.31  0.234
C 0.75 -0.48 -0.30  -0.237
C 0.73 -0.40 1.20  -0.010
C 0.50 -1.54 1.97  -0.279
C 0.49 -1.46 3.35  0.379
C 0.71 -0.24 3.98  -0.301
C 0.93 0.89 3.21  -0.190
C 0.94 0.81 1.83  -0.230
H 1.11 1.70 1.23  0.223
H 1.11 1.84 3.70  0.215
H 0.72 -0.18 5.06  0.228
O 0.32 -2.63 4.04  -0.498
C -0.33 -2.64 5.25  0.280
C 0.08 -3.61 6.17  -0.256
C -0.58 -3.72 7.38  -0.191
C -1.63 -2.87 7.69  -0.235
C -2.04 -1.92 6.77  -0.209
C -1.39 -1.81 5.55  -0.241
H -1.72 -1.07 4.82  0.219
H -2.86 -1.27 6.99  0.214
H -2.13 -2.95 8.64  0.214
H -0.26 -4.46 8.09  0.216
H 0.90 -4.26 5.91  0.226
H 0.33 -2.50 1.50  0.222
H 1.77 -0.31 -0.66  0.216
H 0.43 -1.48 -0.63  0.179
H -1.96 -0.35 -1.25  0.176
H -1.62 0.09 0.44  0.225
H -3.27 1.63 -0.78  0.204


B:
Molecular formula: C22H25N3O4
Method: DFT, ωB97M-V/def2-TZVPD

Summary:
SMILES string: CCOc1ccc(CCNC(=O)c2cc3c(C)nccc3[nH]c2=O)cc1OCC
Kohn-Sham gap in eV: 7.333

Last column: natural (NBO) charge in e.
Positions of all 54 atoms, in Å:
C -3.94 -2.55 1.87  -0.641
C -5.04 -2.40 0.82  -0.060
O -5.44 -1.05 0.64  -0.501
C -4.53 -0.11 0.23  0.228
C -4.81 1.18 0.67  -0.228
C -4.00 2.25 0.32  -0.224
C -2.89 2.05 -0.49  -0.031
C -2.62 0.77 -0.94  -0.307
C -3.42 -0.32 -0.61  0.315
O -3.19 -1.58 -1.08  -0.533
C -1.94 -1.87 -1.66  -0.078
C -1.84 -3.39 -1.81  -0.618
H -2.67 -3.75 -2.42  0.214
H -0.90 -3.66 -2.28  0.210
H -1.90 -3.86 -0.83  0.209
H -1.86 -1.40 -2.65  0.166
H -1.13 -1.50 -1.02  0.205
H -1.77 0.62 -1.59  0.220
C -1.97 3.19 -0.82  -0.421
H -2.53 4.12 -0.90  0.217
H -1.46 3.01 -1.77  0.212
C -0.91 3.36 0.28  -0.216
N -0.04 2.21 0.36  -0.613
C 1.28 2.28 0.12  0.654
O 1.87 3.32 -0.12  -0.647
C 2.03 0.98 0.19  -0.247
C 3.38 1.05 0.06  -0.065
C 4.20 -0.11 0.10  -0.139
C 3.57 -1.35 0.29  0.229
N 2.21 -1.39 0.41  -0.555
C 1.37 -0.30 0.38  0.652
O 0.16 -0.50 0.51  -0.651
H 1.76 -2.28 0.55  0.419
C 4.35 -2.51 0.34  -0.304
C 5.71 -2.37 0.20  0.073
N 6.32 -1.20 0.03  -0.457
C 5.61 -0.10 -0.02  0.291
C 6.37 1.17 -0.22  -0.662
H 6.04 1.67 -1.13  0.228
H 6.20 1.85 0.61  0.228
H 7.43 0.95 -0.30  0.244
H 6.37 -3.23 0.24  0.200
H 3.89 -3.48 0.48  0.219
H 3.81 2.02 -0.09  0.254
H -0.47 1.30 0.50  0.441
H -0.28 4.22 0.07  0.235
H -1.41 3.50 1.25  0.194
H -4.24 3.24 0.68  0.208
H -5.67 1.32 1.29  0.224
H -5.96 -2.89 1.17  0.182
H -4.74 -2.85 -0.13  0.189
H -3.02 -2.09 1.52  0.214
H -3.76 -3.61 2.05  0.211
H -4.24 -2.08 2.80  0.211


Stability summary: most stable B, least stable A.


A:
Molecular formula: C5H7N3OS
Method: DFT, ωB97M-V/def2-TZVPD

Summary:
SMILES string: CN(C)C(=S)O/N=C/C#N
Kohn-Sham gap in eV: 8.306

Last column: natural (NBO) charge in e.
Positions of all 17 atoms, in Å:
C 5.00 1.05 0.23  0.230
C 0.73 -1.27 -0.33  0.367
C -0.41 0.52 0.75  -0.416
C -1.75 -1.70 0.31  -0.393
C 4.07 0.03 0.52  -0.062
N 5.73 1.94 0.25  -0.243
N 2.94 0.02 -0.06  -0.019
N -0.42 -0.86 0.22  -0.402
O 1.83 -0.77 0.31  -0.410
S 0.89 -2.70 -1.13  -0.159
H -1.16 1.21 0.32  0.205
H -0.51 0.54 1.77  0.194
H 0.64 0.85 0.56  0.230
H -2.54 -1.09 -0.19  0.204
H -1.64 -2.72 -0.25  0.262
H -2.02 -1.70 1.28  0.198
H 4.20 -0.46 1.42  0.213


B:
Molecular formula: C5H7N3OS
Method: DFT, ωB97M-V/def2-TZVPD

Summary:
SMILES string: Sc1nc[nH]n1.C=CC=O
Kohn-Sham gap in eV: 8.817

Last column: natural (NBO) charge in e.
Positions of all 17 atoms, in Å:
C -2.37 -1.79 0.33  0.178
C -2.09 0.23 -0.08  0.114
C 2.11 1.88 0.12  -0.306
C 1.96 0.61 0.57  -0.328
C 1.95 -0.51 -0.32  0.424
N -2.96 -0.65 0.39  -0.493
N -1.13 -1.61 -0.13  -0.346
N -0.92 -0.31 -0.40  -0.324
O 1.97 -1.65 0.01  -0.552
S -2.16 1.91 -0.11  0.072
H -2.93 -2.68 0.52  0.215
H 1.97 2.81 0.70  0.215
H 2.37 2.09 -1.03  0.205
H 1.71 0.41 1.60  0.229
H 1.83 -0.33 -1.54  0.104
H -0.51 -2.39 -0.09  0.429
H -0.81 1.97 -0.52  0.164


Stability summary: most stable B, least stable A.


A:
Molecular formula: C2H8NO2P
Method: DFT, ωB97M-V/def2-TZVPD

Summary:
Kohn-Sham gap (spin up / spin down) in eV: 7.634 / 7.668

Last column: natural (NBO) charge in e.
Positions of all 14 atoms, in Å:
C -0.71 -0.83 1.52  -0.424
C 2.01 0.34 -0.04  -0.078
N -1.07 -0.04 0.40  -0.960
O -0.73 0.09 -2.95  -0.933
O 1.22 1.29 0.23  -0.708
P -0.34 1.52 0.25  0.897
H -0.77 -0.43 2.55  0.184
H -1.35 -1.69 1.57  0.207
H 0.31 -1.13 1.43  0.182
H 1.59 -0.64 0.04  0.137
H 3.07 0.49 0.28  0.159
H -1.13 0.97 -3.09  0.466
H -1.96 -0.21 0.01  0.407
H -0.14 0.27 -2.21  0.464


B:
Molecular formula: C2H8NO2P
Method: DFT, ωB97M-V/def2-TZVPD

Summary:
Kohn-Sham gap (spin up / spin down) in eV: 9.482 / 8.775

Last column: natural (NBO) charge in e.
Positions of all 14 atoms, in Å:
C 2.37 -0.47 -0.34  -0.487
C -0.50 1.16 0.32  -0.699
N 0.96 -0.60 -0.69  -0.457
O -2.19 -0.33 -1.15  -1.077
O -2.10 -0.83 1.42  -1.002
P -1.95 0.21 0.13  1.994
H 2.73 0.41 -0.83  0.192
H 2.51 -0.53 0.79  0.201
H 2.89 -1.40 -0.62  0.223
H 0.17 1.35 1.18  0.235
H -0.44 1.91 -0.44  0.209
H 0.83 -0.34 -1.63  0.314
H -2.82 1.15 0.68  -0.156
H -2.45 -1.70 1.18  0.510


Stability summary: most stable B, least stable A.